[1]
DFT (the ωB97M-V functional and the def2-TZVPD basis) results for a gas-phase ion, C2HN4OS (charge -1) at a distorted geometry.

## Properties
ΔE to the lowest compared entry with this formula, charge and spin in kcal per mole: 59.9
Kohn-Sham gap in eV: 7.34

ORCA input file:
```
! RIJCOSX wB97M-V def2-TZVPD def2/J DEFGRID3
* xyz -1 1
C 1.1681 -0.3268 1.1692
C -1.1859 -0.5398 -1.1795
N 1.4567 0.8482 1.2917
N 0.8023 1.8297 0.5590
N -0.0552 1.3786 -0.2395
N -0.2978 0.1584 -0.3266
O -1.3607 -0.1278 -2.3119
S -1.8401 -1.8870 -0.4120
H 1.3126 -1.3335 1.4497
*
```

Atomic partial charges in e from the natural (NBO) method, atoms 1 to 6: 0.19, 0.42, -0.28, -0.21, 0.07, -0.30

[2]
DFT (the ωB97M-V functional and the def2-TZVPD basis) results for C6H6S2 in the gas phase at a distorted geometry.

## Properties
ΔE to the lowest compared entry with this formula, charge and spin in kcal per mole: 82.4
Kohn-Sham gap (alpha / beta) in eV: 6.45 / 6.37

ORCA input file:
```
! RIJCOSX wB97M-V def2-TZVPD def2/J DEFGRID3
* xyz 0 1
C -1.1067 -1.8327 -0.0170
C -2.3381 -1.1676 -0.2084
C 0.1257 -1.2413 -0.0246
C -2.3997 0.1635 -0.0048
C 1.8699 2.3235 -0.0389
C 0.4651 0.0943 0.0204
S -2.7551 1.7409 -0.0113
S 2.0783 0.7184 0.0514
H -1.1879 -2.9539 -0.1530
H -3.3535 -1.6575 -0.2638
H 0.9083 -1.9280 0.2087
H 2.6679 2.9112 0.2997
H 1.0394 2.8311 -0.4986
H -0.0790 1.0055 -0.1128
*
```

Atomic partial charges in e from the natural (NBO) method, atoms 1 to 6: -0.20, -0.43, -0.27, 0.00, -0.73, -0.43

[3]
DFT (the ωB97M-V functional and the def2-TZVPD basis) results for 2 unconnected molecules or ions with the total composition C3H7O3 at a distorted geometry.

## Properties
ΔE to the lowest compared entry with this formula, charge and spin in kcal per mole: 41.1
Kohn-Sham gap in eV: 8.05

ORCA input file:
```
! RIJCOSX wB97M-V def2-TZVPD def2/J DEFGRID3
* xyz -1 1
C 0.8086 -1.7293 -1.8617
C 0.6540 -0.3447 -1.2860
O -0.3163 -0.2069 -0.4765
O 1.3118 0.6379 -1.7258
H 1.0543 -2.3537 -0.9829
H 1.7638 -1.8125 -2.3795
H 0.0265 -2.0197 -2.5257
C -0.7451 1.7607 1.7721
O -0.7976 0.4735 2.4719
H -1.2894 -0.2249 2.0379
H -0.5438 1.3691 0.7540
H -1.7789 2.1217 1.7416
H -0.1479 2.3288 2.4606
*
```

Atomic partial charges in e from the natural (NBO) method, atoms 1 to 6: -0.73, 0.75, -0.82, -0.78, 0.21, 0.19

[4]
DFT (the ωB97M-V functional and the def2-TZVPD basis) results for 2 unconnected molecules or ions with the total composition C3H6BrClO at a distorted geometry.

## Properties
ΔE to the lowest compared entry with this formula, charge and spin in kcal per mole: 75.9
Kohn-Sham gap (alpha / beta) in eV: 8.61 / 8.51

ORCA input file:
```
! RIJCOSX wB97M-V def2-TZVPD def2/J DEFGRID3
* xyz 0 1
C 0.2597 -2.1037 -0.8065
C 0.3732 1.2649 -0.1160
C -0.3964 0.1655 0.5946
O -0.0205 2.5729 0.3950
Cl 0.1742 -0.1787 2.1376
Br -2.3561 -0.0284 0.3950
H -0.0478 -2.7170 0.0222
H -0.3568 -2.1409 -1.7197
H 1.2983 -1.9395 -0.9338
H 0.1592 1.3483 -1.2576
H 1.4942 1.2527 0.1124
H -0.5812 2.5040 1.1769
*
```

Atomic partial charges in e from the natural (NBO) method, atoms 1 to 6: -0.47, -0.18, -0.16, -0.73, 0.06, 0.06